Run P
{"formula": "C8H18O", "method": "ωB97M-V/def2-TZVPD", "symbols": ["C", "C", "C", "C", "C", "H", "H", "H", "H", "H", "H", "H", "H", "H", "H", "H", "H", "C", "C", "C", "O", "H", "H", "H", "H", "H", "H"], "xyz": [[-1.94208, -0.26517, -0.94879], [-2.41979, 0.06384, 0.43174], [-1.35372, -1.44628, -1.22843], [-2.12226, 0.80360, -1.98024], [1.03902, 0.88123, -0.34178], [-2.24333, 1.11305, 0.67210], [-1.91534, -0.55289, 1.17236], [-3.49757, -0.11820, 0.49137], [-1.52531, -2.30077, -0.58657], [-1.17219, -1.72906, -2.25596], [0.11170, -1.43983, 0.02303], [-1.83712, 0.45617, -2.97494], [-3.16964, 1.09026, -2.02188], [-1.55685, 1.69703, -1.73317], [1.81385, 1.64642, -0.31840], [1.04007, 0.41392, -1.32416], [0.09306, 1.36071, -0.10702], [2.90008, -0.67030, 0.47484], [1.48285, 0.57449, 2.15941], [1.49216, -0.17696, 0.82793], [0.61717, -1.24554, 0.92555], [3.61200, 0.15171, 0.45446], [2.89656, -1.16117, -0.49720], [3.22659, -1.39226, 1.22023], [0.48708, 0.96378, 2.35874], [2.19596, 1.39630, 2.14547], [1.74707, -0.11408, 2.96129]], "lumo_ev": 0.9, "smiles": "CC(C)(C)O.C=C(C)C", "homo_energy_ev": -9.44, "orbital_gap_ev": 10.30}

=====

Run Q
{"formula": "C8H18O", "method": "ωB97M-V/def2-TZVPD", "symbols": ["C", "C", "C", "C", "C", "C", "C", "C", "O", "H", "H", "H", "H", "H", "H", "H", "H", "H", "H", "H", "H", "H", "H", "H", "H", "H", "H"], "xyz": [[-0.89020, 0.41818, 0.75192], [-0.15440, -0.20107, -1.49219], [1.69249, -0.27967, -1.00653], [-0.87114, 1.74002, 1.48643], [0.64920, -0.68592, 1.34580], [-2.10591, -0.41692, 1.09687], [-0.70528, -1.59955, -1.61660], [2.15942, 1.16243, -0.95114], [-0.70348, 0.66490, -0.58612], [-0.12274, 0.34152, -2.43742], [1.94208, -0.73522, -1.96636], [2.23328, -0.89916, -0.30315], [-3.01917, 0.14400, 0.87481], [-2.14642, -1.34883, 0.54233], [-1.78307, 2.31051, 1.30207], [-0.79200, 1.56897, 2.55781], [-0.01927, 2.34371, 1.17172], [1.49702, -0.05614, 1.59635], [0.86008, -1.68932, 0.99037], [0.08468, -0.89076, 2.25152], [-2.10943, -0.63910, 2.16572], [-1.77754, -1.60215, -1.83439], [-0.53964, -2.17245, -0.70481], [-0.18477, -2.10344, -2.43119], [1.68144, 1.77436, -1.71613], [3.24226, 1.22227, -1.08479], [1.88252, 1.62883, -0.00290]], "lumo_ev": 0.9, "homo_energy_ev": -8.67, "orbital_gap_ev": 9.57}

=====

Tell me which of them is the most stable. Sure, it is run P.